ORCA calculation (wB97M-V/def2-TZVPD) on C24H19F6N5O6PPdS5 as an isolated structure.

Calculated values
Lowest unoccupied orbital energy (alpha / beta) ... -7.31 / -7.28 eV
Orbital gap (alpha / beta) ... 3.55 / 3.58 eV
HOMO energy (alpha / beta) ... -0.3991 / -0.3990 Eh
Energy above the lowest of the compared OMol25 structures with the same formula, charge and spin ... 4.5229 eV
Total charge ... +1

Geometry (Å):
Pd1 0.51831 0.68174 -0.92951
N1 -7.26501 0.50406 -3.28556
C1 -6.06809 0.23123 -2.73195
C2 -4.88159 0.62115 -3.38371
C3 -3.66363 0.35578 -2.81051
C4 -3.60608 -0.31146 -1.59171
C5 -4.75801 -0.70956 -0.92543
C6 -5.98169 -0.43638 -1.49356
S1 -1.98578 -0.56670 -0.95786
O1 -1.07938 -0.60670 -2.09664
O2 -1.88367 -1.63639 -0.00830
N2 -1.52625 0.81788 -0.24347
C7 -1.80393 1.25366 0.97640
N3 -2.93626 0.95788 1.62007
C8 -3.16037 1.50898 2.79288
C9 -2.27287 2.38520 3.40249
C10 -1.08346 2.58522 2.70833
N4 -0.86630 2.03862 1.54033
H1 -7.30911 1.00793 -4.15347
H2 -8.12157 0.27909 -2.81128
H3 -4.95093 1.13394 -4.32997
H4 -2.73690 0.63626 -3.28665
H5 -4.67663 -1.21955 0.02055
H6 -6.89470 -0.72640 -0.99748
H7 -4.09374 1.23240 3.26654
H8 -2.48439 2.85311 4.34866
H9 -0.28002 3.18800 3.11040
S2 1.18118 -1.96865 -0.83246
P1 1.88511 -1.48187 1.02779
S3 1.36917 0.45772 1.46775
C11 3.70207 -1.62835 1.10767
C12 4.28656 -2.77153 1.64095
C13 5.66400 -2.90310 1.60487
C14 6.44750 -1.90572 1.04531
C15 5.85620 -0.75088 0.55800
C16 4.48217 -0.60375 0.58834
C17 1.25369 -2.61084 2.30871
C18 1.44224 -2.21741 3.62859
C19 1.08158 -3.07593 4.64888
C20 0.56136 -4.32561 4.34534
C21 0.38732 -4.71759 3.02611
C22 0.72607 -3.85518 1.99660
H10 3.68198 -3.55035 2.07955
H11 6.12034 -3.79178 2.01068
H12 7.51773 -2.02674 0.99215
H13 6.45774 0.04147 0.14565
H14 4.01821 0.28909 0.19696
H15 1.86645 -1.24808 3.84790
H16 1.21495 -2.77088 5.67584
H17 0.30029 -4.99811 5.14680
H18 -0.00915 -5.69405 2.79150
H19 0.58722 -4.13529 0.96385
F1 4.88279 1.89500 -2.46650
C23 3.85481 2.63252 -2.90037
F2 3.82947 2.53336 -4.21745
F3 4.07587 3.86869 -2.51549
S4 2.31766 1.88657 -2.09938
O3 2.72931 0.53751 -1.76243
O4 2.03544 2.66189 -0.92146
N5 1.03258 1.75875 -3.02101
S5 0.62132 3.20059 -3.57509
O5 1.78194 4.01770 -3.43626
O6 -0.11124 3.16298 -4.78392
C24 -0.59481 3.89156 -2.27720
F4 -0.51706 3.15702 -1.13587
F5 -1.86737 3.83572 -2.66531
F6 -0.30064 5.14456 -1.98515


ORCA calculation (wB97M-V/def2-TZVPD) on C24H19F6N5O6PPdS5 as an isolated structure.

Calculated values
Lowest unoccupied orbital energy ... -4.12 eV
Orbital gap ... 6.95 eV
HOMO energy ... -0.4067 Eh
Energy above the lowest of the compared OMol25 structures with the same formula, charge and spin ... 0.0000 eV
Total charge ... +1

Geometry (Å):
Pd1 -0.97843 1.86093 0.01085
N1 -1.99432 -6.28852 -1.89759
C1 -2.10508 -4.96682 -1.53751
C2 -1.32707 -3.98979 -2.17451
C3 -1.39447 -2.67336 -1.77420
C4 -2.22010 -2.31621 -0.71328
C5 -3.01284 -3.26698 -0.08084
C6 -2.95555 -4.58134 -0.49377
S1 -2.35393 -0.63870 -0.27977
O1 -3.22617 0.07886 -1.16384
O2 -0.91738 -0.10715 -0.39158
N2 -2.76570 -0.67281 1.22045
C7 -2.82638 0.45175 1.94524
N3 -3.46545 0.36008 3.12690
C8 -3.60472 1.44037 3.85715
C9 -3.11801 2.69495 3.47429
C10 -2.41641 2.73057 2.30622
N4 -2.24269 1.62416 1.54857
H1 -1.60967 -6.49125 -2.80495
H2 -2.73848 -6.90703 -1.62125
H3 -0.67654 -4.27394 -2.99252
H4 -0.81462 -1.91864 -2.28949
H5 -3.65965 -2.97220 0.73386
H6 -3.57071 -5.32558 -0.00302
H7 -4.12487 1.31393 4.80070
H8 -3.26067 3.58154 4.07137
H9 -1.95857 3.63938 1.93990
S2 2.68545 -0.22094 2.84377
P1 1.74863 -0.65655 1.07857
S3 0.67267 0.42475 2.41778
C11 1.29212 -2.34409 0.83216
C12 2.12548 -3.14274 0.04318
C13 1.83718 -4.48922 -0.08735
C14 0.73625 -5.02882 0.56648
C15 -0.08192 -4.23059 1.35427
C16 0.18633 -2.87961 1.49006
C17 2.40244 0.14859 -0.35145
C18 2.00085 -0.28811 -1.61573
C19 2.49059 0.35960 -2.73585
C20 3.35732 1.43504 -2.59249
C21 3.74162 1.87521 -1.33192
C22 3.26901 1.23227 -0.20313
H10 2.98861 -2.72075 -0.45638
H11 2.47372 -5.11838 -0.69432
H12 0.51098 -6.08152 0.45584
H13 -0.93877 -4.65756 1.85583
H14 -0.46275 -2.24833 2.08453
H15 1.30956 -1.11358 -1.71585
H16 2.18893 0.03160 -3.72117
H17 3.73434 1.93969 -3.47224
H18 4.40733 2.72089 -1.22831
H19 3.57161 1.56278 0.78136
F1 -0.61135 6.11664 -1.96675
C23 -0.49303 4.85097 -2.31867
F2 0.24171 4.74415 -3.41347
F3 -1.68702 4.31579 -2.51981
S4 0.34643 3.93402 -0.95350
O3 -0.63559 3.92550 0.16683
O4 0.43397 2.53666 -1.43463
N5 1.70076 4.56825 -0.74969
S5 2.07970 5.70496 0.35283
O5 3.16615 6.46199 -0.15332
O6 0.92092 6.30348 0.92316
C24 2.78073 4.61690 1.66963
F4 3.89861 4.02798 1.24521
F5 3.04758 5.33901 2.74280
F6 1.90136 3.65791 1.99438


ORCA calculation (wB97M-V/def2-TZVPD) on one molecule with the formula C24H19N3O4S.

Calculated values
Lowest unoccupied orbital energy ... 0.25 eV
Orbital gap ... 8.51 eV
HOMO energy ... -0.3035 Eh
Energy above the lowest of the compared OMol25 structures with the same formula, charge and spin ... 0.0000 eV
SMILES string ... O=C(O)c1ccc(N2C(=O)C[C@H](S/C(=N/c3ccccc3)Nc3ccccc3)C2=O)cc1

Geometry (Å):
O1 5.47797 2.45828 1.81286
C1 5.40160 1.83970 0.78029
O2 6.29667 1.99692 -0.20837
C2 4.34643 0.85252 0.46686
C3 3.38677 0.57336 1.43800
C4 2.37994 -0.33461 1.18412
C5 2.32805 -0.97846 -0.04976
N1 1.29294 -1.89987 -0.32894
C6 0.63397 -1.95123 -1.56022
O3 0.86558 -1.24576 -2.49878
C7 -0.35373 -3.09954 -1.50142
C8 -0.42352 -3.46795 -0.03272
S1 -1.99483 -3.01802 0.78338
C9 -2.16508 -1.28497 0.39257
N2 -1.20122 -0.70342 -0.17901
C10 -1.22076 0.53834 -0.79638
C11 -2.18700 0.85615 -1.74987
C12 -2.12938 2.06238 -2.41771
C13 -1.11520 2.96502 -2.14673
C14 -0.14631 2.64580 -1.21066
C15 -0.18957 1.43880 -0.54228
N3 -3.38020 -0.81911 0.79218
C16 -3.76128 0.52782 0.88767
C17 -2.87666 1.49166 1.35963
C18 -3.26807 2.81608 1.41219
C19 -4.54382 3.18549 1.02206
C20 -5.43870 2.21965 0.59292
C21 -5.05292 0.89457 0.52427
C22 0.73054 -2.72580 0.62394
O4 1.09899 -2.85554 1.75828
C23 3.28876 -0.71126 -1.02030
C24 4.29028 0.20339 -0.76374
H1 6.96002 2.65350 0.05501
H2 3.44396 1.08597 2.38616
H3 1.63938 -0.54918 1.93738
H4 0.03535 -3.92292 -2.10500
H5 -1.30835 -2.79523 -1.92788
H6 -0.34437 -4.53773 0.16974
H7 -2.97244 0.14613 -1.96939
H8 -2.88377 2.29901 -3.15387
H9 -1.07648 3.90936 -2.66851
H10 0.65425 3.33970 -0.99976
H11 0.56243 1.19194 0.19166
H12 -4.08057 -1.51382 1.01227
H13 -1.89235 1.20169 1.69126
H14 -2.57220 3.56059 1.76748
H15 -4.84406 4.22125 1.06239
H16 -6.44054 2.49910 0.30290
H17 -5.74615 0.13929 0.18236
H18 3.24347 -1.20933 -1.97483
H19 5.03479 0.41766 -1.51376


ORCA calculation (wB97M-V/def2-TZVPD) on C24H19N4O6Pd as an isolated structure.

Calculated values
Lowest unoccupied orbital energy (alpha / beta) ... -8.63 / -11.55 eV
Orbital gap (alpha / beta) ... 7.31 / 5.13 eV
2S+1 ... 5
HOMO energy (alpha / beta) ... -0.5859 / -0.6128 Eh
⟨S²⟩ ... 6.04
Total charge ... +3

Geometry (Å):
Pd1 3.36314 -1.07887 2.06587
O1 4.98800 -1.16521 6.08606
C1 4.63059 -1.44532 4.87193
O2 3.75097 -0.85549 4.25015
C2 5.39545 -2.59676 4.28460
O3 4.69098 -3.02487 3.12380
C3 5.40171 -3.85618 2.29737
C4 6.55560 -1.54180 1.04623
O4 7.63140 -1.92222 0.97387
O5 5.48422 -1.04055 1.02027
H1 4.51905 -0.39721 6.45676
H2 5.47794 -3.39935 5.01992
H3 6.40598 -2.25136 4.03778
H4 4.78927 -4.40682 1.59854
H5 6.32332 -4.28316 2.67163
C5 -7.18090 2.76815 -5.84481
O6 -7.08600 2.74211 -4.39457
C6 -6.01869 2.35199 -3.78450
C7 -6.08970 2.38745 -2.35247
C8 -5.02250 1.99327 -1.61242
C9 -3.83644 1.54690 -2.24820
C10 -3.77213 1.51848 -3.67238
C11 -4.82849 1.90860 -4.43212
C12 -2.67969 1.11344 -1.51265
N1 -1.56284 0.68084 -2.08144
C13 -0.73534 0.36612 -1.06367
C14 -1.34278 0.60516 0.16291
N2 -2.58099 1.08059 -0.13861
C15 -0.69138 0.35410 1.41573
C16 -1.23956 0.57448 2.68859
C17 -0.50223 0.27706 3.80799
C18 0.78506 -0.23684 3.65379
N3 1.31686 -0.43741 2.45708
C19 0.61316 -0.15556 1.33847
C20 1.26198 -0.40067 0.06164
N4 2.52780 -0.88200 0.08249
C21 3.16096 -1.11748 -1.05884
C22 2.56603 -0.88698 -2.29985
C23 1.28275 -0.40055 -2.34439
C24 0.60550 -0.14906 -1.14279
H6 -8.17721 3.13550 -6.05700
H7 -7.05421 1.76204 -6.23956
H8 -6.43137 3.44488 -6.25019
H9 -7.00939 2.73441 -1.90106
H10 -5.10210 2.02937 -0.53427
H11 -2.85749 1.17861 -4.13682
H12 -4.76635 1.88514 -5.51008
H13 -3.29296 1.36497 0.51422
H14 -2.23920 0.97560 2.79674
H15 -0.90010 0.43541 4.79986
H16 1.39508 -0.48969 4.50854
H17 4.17105 -1.49361 -0.99239
H18 3.12236 -1.09281 -3.20295
H19 0.78383 -0.20684 -3.28480


What is the formula in the first record? C24H19F6N5O6PPdS5